Computed, not measured: C26H27NOS2 as an isolated structure at a distorted geometry, with wB97M-V/def2-TZVPD.

Summary:
Total charge: 0
2S+1: 1
Relative energy (zero: lowest compared OMol25 entry of this formula, charge and spin): 0.0 kcal per mole
E: -52606.858 eV
HOMO level: -0.281 Ha

Last column: Mulliken charge in e.
Cartesian coordinates (Å):
1 C -4.31 1.09 2.64  -0.883
2 C -3.12 2.01 2.63  -0.341
3 O -1.91 1.23 2.40  -0.205
4 C -0.87 1.96 1.95  0.428
5 S 0.75 1.50 2.22  -0.160
6 S -1.04 3.47 1.26  -0.279
7 H -5.18 1.69 2.93  0.425
8 H -4.49 0.68 1.63  -0.026
9 H -4.21 0.25 3.34  0.305
10 H -3.25 2.74 1.80  0.386
11 H -3.02 2.60 3.56  0.298
12 C -4.97 -1.04 -0.28  -0.520
13 C -5.03 0.14 -1.03  -0.509
14 C -3.94 0.53 -1.81  -0.484
15 C -2.79 -0.26 -1.84  0.581
16 C -1.60 0.21 -2.65  -0.968
17 N -0.32 -0.02 -1.95  0.428
18 C 0.69 -0.81 -2.68  -1.186
19 C 2.06 -0.18 -2.74  0.729
20 C 3.21 -0.97 -2.66  -0.257
21 C 4.47 -0.38 -2.70  -0.665
22 C 4.59 1.01 -2.87  -0.402
23 C 3.44 1.80 -2.99  -0.679
24 C 2.18 1.20 -2.94  -0.289
25 C -0.19 0.27 -0.62  -1.168
26 C 0.73 -0.32 0.19  -0.451
27 C 0.74 -0.24 1.66  0.041
28 C 2.05 -0.76 2.29  0.023
29 C 2.09 -1.45 3.51  -0.394
30 C 3.32 -1.85 4.05  -0.554
31 C 4.52 -1.57 3.37  -0.413
32 C 4.48 -0.86 2.16  -0.688
33 C 3.24 -0.48 1.62  -0.287
34 C -2.74 -1.46 -1.12  -0.173
35 C -3.82 -1.83 -0.32  -0.554
36 H -5.82 -1.34 0.33  0.389
37 H -5.93 0.76 -1.02  0.357
38 H -3.95 1.45 -2.40  0.365
39 H -1.55 -0.30 -3.62  0.467
40 H -1.69 1.29 -2.85  0.276
41 H 0.76 -1.82 -2.26  0.318
42 H 0.30 -0.91 -3.71  0.476
43 H 3.10 -2.05 -2.57  0.358
44 H 5.37 -0.99 -2.60  0.384
45 H 5.58 1.48 -2.91  0.376
46 H 3.51 2.88 -3.11  0.373
47 H 1.27 1.79 -3.04  0.324
48 H -0.93 0.99 -0.23  0.276
49 H 1.42 -1.04 -0.25  0.957
50 H -0.15 -0.69 2.13  0.620
51 H 1.15 -1.69 4.02  0.351
52 H 3.35 -2.40 5.00  0.352
53 H 5.48 -1.92 3.75  0.358
54 H 5.39 -0.60 1.61  0.369
55 H 3.19 0.04 0.65  0.401
56 H -1.85 -2.10 -1.18  0.354
57 H -3.75 -2.74 0.28  0.394

***

Computed, not measured: C26H28BaN6O2S2 as an isolated structure at a distorted geometry, with wB97M-V/def2-TZVPD.

Summary:
Total charge: -2
2S+1: 1
Relative energy (zero: lowest compared OMol25 entry of this formula, charge and spin): 28.6 kcal per mole
E: -62818.390 eV
HOMO level: -0.048 Ha

Last column: Mulliken charge in e.
Cartesian coordinates (Å):
1 Ba 0.54 0.41 -0.20  1.918
2 C 6.57 -1.07 -0.48  -0.727
3 S 6.41 0.64 -1.04  -0.148
4 C 4.66 0.95 -0.67  0.430
5 S 3.93 0.43 0.77  -0.469
6 N 4.17 1.75 -1.59  -1.138
7 N 2.83 1.73 -1.77  0.535
8 C 2.24 2.76 -2.24  -0.898
9 C 0.89 2.63 -2.83  1.114
10 C 0.26 3.72 -3.41  -0.693
11 C -0.97 3.55 -4.03  -0.297
12 C -1.53 2.29 -4.09  -0.548
13 C -0.84 1.25 -3.48  -0.184
14 N 0.33 1.41 -2.87  -0.327
15 H 7.60 -1.22 -0.14  0.271
16 H 6.35 -1.76 -1.29  0.230
17 H 5.88 -1.22 0.35  0.237
18 H 2.74 3.73 -2.29  0.310
19 H 0.73 4.70 -3.36  0.318
20 H -1.48 4.40 -4.47  0.382
21 H -2.48 2.11 -4.57  0.381
22 H -1.24 0.24 -3.49  0.349
23 C -0.16 4.17 2.33  -1.612
24 C -0.13 2.68 2.06  0.986
25 O 0.62 2.30 1.10  -0.752
26 C -0.88 1.85 2.89  -1.210
27 C -0.94 0.40 2.87  0.948
28 C -1.90 -0.27 3.83  -1.401
29 N -0.21 -0.32 2.08  0.106
30 N -0.27 -1.72 2.21  -0.629
31 C 0.38 -2.34 1.24  -0.012
32 O 0.97 -1.83 0.22  -1.041
33 C 0.45 -3.84 1.39  0.480
34 C -0.35 -4.54 2.30  -0.191
35 C -0.23 -5.91 2.43  -0.642
36 C 0.69 -6.62 1.65  -0.315
37 C 1.48 -5.93 0.74  -0.565
38 C 1.35 -4.54 0.61  -0.359
39 H 0.24 4.69 1.46  0.290
40 H 0.46 4.41 3.19  0.403
41 H -1.17 4.53 2.53  0.381
42 H -1.50 2.35 3.63  0.134
43 H -2.18 0.41 4.63  0.405
44 H -1.45 -1.18 4.23  0.336
45 H -2.79 -0.57 3.28  0.246
46 H -1.04 -3.97 2.90  0.402
47 H -0.85 -6.44 3.14  0.354
48 H 0.78 -7.69 1.75  0.349
49 H 2.20 -6.46 0.13  0.358
50 H 1.96 -3.98 -0.09  0.384
51 C -2.21 2.94 -0.70  -0.862
52 C -2.80 1.56 -0.84  0.114
53 C -4.13 1.21 -1.01  -1.076
54 C -4.16 -0.22 -1.08  -0.701
55 C -2.84 -0.63 -0.96  0.041
56 C -2.31 -2.04 -0.98  -1.093
57 N -2.01 0.44 -0.81  0.626
58 H -2.59 3.62 -1.47  0.338
59 H -1.11 2.92 -0.77  -0.082
60 H -2.44 3.37 0.28  0.304
61 H -4.97 1.89 -1.06  0.412
62 H -5.02 -0.86 -1.21  0.438
63 H -3.07 -2.72 -1.37  0.409
64 H -2.03 -2.39 0.02  0.085
65 H -1.41 -2.14 -1.60  0.169

***

Computed, not measured: C26H28Br2O3 as an isolated structure at a distorted geometry, with wB97M-V/def2-TZVPD.

Summary:
Total charge: 0
2S+1: 1
E: -173641.960 eV
HOMO level: -0.283 Ha

Last column: Mulliken charge in e.
Cartesian coordinates (Å):
1 C 3.85 -3.56 1.07  -1.360
2 C 3.16 -2.26 0.73  -0.182
3 O 1.73 -2.41 0.87  -0.154
4 C 1.01 -1.25 0.98  -0.664
5 C -0.44 -1.52 1.01  1.431
6 C -1.44 -0.60 0.75  1.085
7 O -1.28 0.54 0.20  -0.601
8 C -2.87 -0.87 1.27  -1.344
9 C -3.74 -1.88 0.50  -0.505
10 C -3.45 -3.36 0.69  -0.864
11 C -2.19 -3.87 -0.02  -0.573
12 C -1.01 -4.05 0.93  -0.805
13 C -0.72 -2.79 1.78  -1.539
14 O 1.56 -0.17 1.16  -0.667
15 H 4.91 -3.45 0.86  0.422
16 H 3.77 -3.78 2.14  0.316
17 H 3.48 -4.40 0.50  0.319
18 H 3.51 -1.46 1.39  0.319
19 H 3.36 -1.98 -0.31  0.243
20 H -2.81 -1.17 2.32  0.404
21 H -3.40 0.09 1.23  0.406
22 H -4.77 -1.73 0.85  0.392
23 H -3.73 -1.63 -0.57  0.269
24 H -3.40 -3.62 1.76  0.413
25 H -4.30 -3.94 0.29  0.331
26 H -2.39 -4.86 -0.46  0.422
27 H -1.91 -3.21 -0.86  0.261
28 H -1.25 -4.84 1.65  0.333
29 H -0.10 -4.33 0.39  0.354
30 H 0.17 -3.01 2.39  0.419
31 H -1.54 -2.61 2.47  0.589
32 Br -3.66 1.18 -6.08  -0.177
33 C -2.48 1.13 -4.60  -0.003
34 C -1.68 0.01 -4.34  -0.580
35 C -0.83 -0.03 -3.22  -0.125
36 C -0.79 1.07 -2.34  0.544
37 C 0.00 1.04 -1.06  0.689
38 C 0.54 2.31 -0.60  -0.922
39 C 1.73 2.40 0.07  -0.328
40 C 2.24 3.62 0.64  0.832
41 C 3.52 3.64 1.24  -0.552
42 C 3.99 4.76 1.92  -0.452
43 C 3.18 5.90 2.03  -0.002
44 Br 3.80 7.44 2.94  -0.176
45 C 1.94 5.94 1.35  -0.583
46 C 1.48 4.82 0.67  -0.420
47 C -1.61 2.17 -2.60  -0.515
48 C -2.46 2.20 -3.71  -0.655
49 H -1.71 -0.83 -5.03  0.421
50 H -0.22 -0.91 -3.02  0.400
51 H 0.62 0.17 -0.87  0.542
52 H 0.01 3.23 -0.86  0.021
53 H 2.39 1.53 0.13  0.337
54 H 4.13 2.73 1.20  0.360
55 H 4.97 4.76 2.38  0.406
56 H 1.34 6.84 1.38  0.408
57 H 0.50 4.84 0.20  0.318
58 H -1.63 2.99 -1.89  0.325
59 H -3.09 3.07 -3.87  0.418

***

Computed, not measured: C26H28BrF3IrNO9SSe2 as an isolated structure at a distorted geometry, with wB97M-V/def2-TZVPD.

Summary:
Total charge: +1
<S²>: 0.761
2S+1: 2
Relative energy (zero: lowest compared OMol25 entry of this formula, charge and spin): 25.8 kcal per mole
E: -269888.604 eV
HOMO level (spin up / spin down): -0.405 / -0.405 Ha

Last column: Mulliken spin population.
Cartesian coordinates (Å):
1 Ir 1.07 0.35 0.35  0.744
2 C -1.43 3.41 3.06  0.000
3 Se 0.50 3.27 2.99  0.003
4 C 0.81 4.40 1.43  -0.003
5 C 0.17 3.90 0.15  -0.001
6 Se 1.12 2.59 -0.94  -0.053
7 C -0.36 2.40 -2.15  0.000
8 H -1.73 4.45 3.21  0.000
9 H -1.76 2.81 3.90  0.000
10 H -1.87 3.00 2.15  0.000
11 H 1.89 4.53 1.34  0.001
12 H 0.39 5.38 1.65  0.001
13 H 0.06 4.73 -0.54  -0.001
14 H -0.81 3.47 0.34  0.002
15 H -0.59 3.42 -2.47  0.000
16 H -1.20 1.95 -1.64  0.001
17 H -0.03 1.79 -2.98  0.000
18 C -5.43 1.52 -0.70  0.000
19 O -5.30 0.25 -0.07  0.000
20 C -4.12 -0.11 0.42  -0.001
21 C -4.06 -1.43 0.94  -0.001
22 C -2.88 -1.89 1.42  0.001
23 C -1.71 -1.09 1.43  -0.003
24 C -0.49 -1.55 2.00  0.005
25 C -0.32 -2.90 2.61  0.016
26 O 0.51 -0.77 2.06  0.103
27 C -1.78 0.23 0.90  -0.011
28 O -0.75 1.06 0.78  -0.013
29 C -3.00 0.71 0.42  0.005
30 H -6.46 1.58 -1.04  0.000
31 H -4.76 1.58 -1.56  0.000
32 H -5.23 2.33 0.01  0.000
33 H -4.96 -2.03 0.93  0.000
34 H -2.83 -2.89 1.83  0.000
35 H -1.10 -3.14 3.32  0.000
36 H 0.65 -2.96 3.09  -0.001
37 H -0.36 -3.63 1.79  0.003
38 H -3.02 1.71 0.01  0.000
39 O -2.37 -1.06 -2.71  -0.002
40 C -1.72 -2.24 -2.79  -0.006
41 C -2.29 -3.24 -3.57  0.000
42 C -1.65 -4.46 -3.70  -0.001
43 C -0.44 -4.72 -3.04  -0.001
44 C 0.11 -3.74 -2.25  0.008
45 C -0.52 -2.50 -2.10  0.011
46 C 0.06 -1.50 -1.22  -0.033
47 O 0.85 -1.81 -0.27  0.168
48 O -0.22 -0.26 -1.32  0.020
49 H -1.82 -0.44 -2.21  0.000
50 H -3.22 -3.04 -4.07  0.000
51 H -2.10 -5.22 -4.32  0.000
52 H 0.05 -5.67 -3.16  0.000
53 H 1.05 -3.90 -1.73  0.001
54 F 5.36 -0.36 -1.57  0.000
55 C 4.62 0.26 -2.49  -0.001
56 F 4.74 1.57 -2.34  0.000
57 F 5.04 -0.09 -3.70  0.000
58 S 2.86 -0.26 -2.32  0.003
59 O 2.08 0.59 -3.18  0.002
60 O 2.82 -1.67 -2.49  0.003
61 O 2.71 0.16 -0.86  0.034
62 Br 6.61 -0.30 4.01  0.000
63 C 5.03 -0.04 3.04  0.001
64 C 4.50 -1.08 2.29  0.002
65 C 3.34 -0.86 1.58  0.006
66 N 2.71 0.33 1.59  -0.011
67 C 3.23 1.33 2.31  -0.009
68 C 4.39 1.18 3.04  -0.001
69 H 4.97 -2.05 2.25  0.000
70 H 2.89 -1.64 0.98  0.002
71 H 2.70 2.27 2.29  0.005
72 H 4.78 2.02 3.61  0.000

***

Computed, not measured: a 8-piece molecular cluster, C26H28F6N2O18 overall at a distorted geometry, with wB97M-V/def2-TZVPD.

Summary:
Total charge: 0
2S+1: 1
Relative energy (zero: lowest compared OMol25 entry of this formula, charge and spin): 0.0 kcal per mole
E: -83552.731 eV
HOMO level: -0.314 Ha
SMILES: O=C1OC[C@@H](F)O1.O=C1OC[C@@H](F)O1.O=C1OC[C@@H](F)O1.O=C1OC[C@@H](F)O1.O=C1OC[C@@H](F)O1.O=C1OC[C@@H](F)O1.c1cc[nH]c1.c1cc[nH]c1

Last column: Mulliken charge in e.
Cartesian coordinates (Å):
1 O 4.13 0.54 0.20  -0.454
2 C 5.27 0.16 0.32  0.567
3 O 6.29 0.67 -0.41  -0.323
4 C 7.35 -0.29 -0.47  -0.470
5 C 7.16 -1.17 0.73  0.301
6 F 7.88 -0.65 1.67  -0.265
7 O 5.76 -0.93 1.03  -0.311
8 H 7.31 -0.93 -1.35  0.279
9 H 8.36 0.13 -0.49  0.310
10 H 7.41 -2.23 0.66  0.321
11 O 0.55 -2.78 7.30  -0.494
12 C -0.16 -1.86 7.04  0.694
13 O -1.44 -1.57 7.35  -0.345
14 C -1.52 -0.15 7.39  -0.418
15 C -0.69 0.18 6.15  0.420
16 F 0.02 1.36 6.13  -0.318
17 O 0.24 -0.79 6.35  -0.350
18 H -2.55 0.14 7.21  0.280
19 H -1.11 0.20 8.34  0.291
20 H -1.27 0.08 5.24  0.243
21 O 2.37 -5.45 1.03  -0.620
22 C 2.08 -4.29 0.80  0.553
23 O 1.05 -3.88 0.02  -0.276
24 C 0.79 -2.61 0.62  0.185
25 C 2.14 -2.08 1.12  0.728
26 F 2.05 -1.43 2.31  -0.266
27 O 2.81 -3.30 1.16  -0.292
28 H 0.30 -1.96 -0.11  -0.212
29 H 0.15 -2.83 1.47  0.215
30 H 2.72 -1.36 0.55  -0.026
31 O -6.13 1.58 -3.42  -0.517
32 C -5.23 0.80 -3.58  0.567
33 O -5.43 -0.52 -3.99  -0.381
34 C -4.26 -1.18 -4.23  -0.233
35 C -3.23 -0.35 -3.44  0.546
36 F -2.11 -0.40 -4.05  -0.278
37 O -3.91 0.91 -3.49  -0.325
38 H -4.35 -2.23 -3.94  0.216
39 H -3.88 -1.19 -5.25  0.267
40 H -3.09 -0.70 -2.42  0.086
41 O -0.91 -3.55 -3.61  -0.530
42 C -1.78 -3.63 -2.78  0.553
43 O -2.85 -4.38 -2.92  -0.388
44 C -3.64 -4.44 -1.68  -0.376
45 C -2.88 -3.42 -0.79  0.211
46 F -2.27 -4.09 0.18  -0.311
47 O -1.89 -2.93 -1.62  -0.067
48 H -4.60 -3.93 -1.80  0.300
49 H -3.73 -5.42 -1.21  0.303
50 H -3.27 -2.48 -0.40  0.345
51 O -2.90 7.63 1.21  -0.558
52 C -2.57 6.48 0.93  0.564
53 O -1.54 6.25 0.10  -0.345
54 C -1.45 4.87 -0.26  -0.034
55 C -2.48 4.27 0.58  0.426
56 F -1.86 3.55 1.53  -0.236
57 O -3.29 5.38 1.15  -0.325
58 H -1.64 4.72 -1.32  0.180
59 H -0.58 4.26 -0.02  0.038
60 H -3.03 3.52 0.01  0.295
61 C -0.38 1.01 1.74  -0.579
62 C -1.04 0.38 0.67  -0.023
63 C -0.27 0.54 -0.47  -1.392
64 N 0.85 1.21 -0.15  1.285
65 C 0.75 1.53 1.15  -1.152
66 H -0.71 1.12 2.76  0.639
67 H -2.04 -0.03 0.74  0.541
68 H -0.44 0.21 -1.49  0.661
69 H 1.56 1.57 -0.77  -0.422
70 H 1.61 2.01 1.60  0.453
71 C 1.29 3.16 -3.16  -0.038
72 C 2.40 2.35 -2.75  -0.741
73 C 2.29 1.18 -3.31  -0.606
74 N 1.14 1.09 -4.04  0.110
75 C 0.70 2.39 -4.08  -0.855
76 H 0.99 4.16 -2.88  0.497
77 H 3.11 2.64 -1.99  0.585
78 H 2.83 0.24 -3.22  0.414
79 H 0.91 0.25 -4.57  0.253
80 H -0.20 2.67 -4.60  0.435

***

Computed, not measured: one molecule with the formula C26H28FN3O3S at a distorted geometry, with wB97M-V/def2-TZVPD.

Summary:
Total charge: 0
2S+1: 1
Relative energy (zero: lowest compared OMol25 entry of this formula, charge and spin): 10.1 kcal per mole
E: -51581.888 eV
HOMO level: -0.295 Ha
SMILES: CN(Cc1cccc(F)c1)C(=O)c1cccc(S(=O)(=O)N2CCN(Cc3ccccc3)CC2)c1

Last column: Mulliken charge in e.
Cartesian coordinates (Å):
1 C 2.08 0.71 4.79  -1.139
2 N 1.28 -0.21 4.01  0.085
3 C 1.91 -1.43 3.54  -1.552
4 C 2.20 -1.45 2.06  0.887
5 C 2.19 -2.65 1.36  -0.597
6 C 2.47 -2.70 0.01  -0.763
7 C 2.77 -1.53 -0.68  -0.236
8 C 2.76 -0.34 0.02  0.355
9 F 3.02 0.81 -0.64  -0.397
10 C 2.49 -0.28 1.37  -0.366
11 C -0.01 0.09 3.73  0.093
12 O -0.55 1.10 4.11  -0.691
13 C -0.74 -0.95 2.92  -0.325
14 C -1.50 -1.93 3.55  -0.052
15 C -2.21 -2.85 2.80  -0.977
16 C -2.17 -2.79 1.41  -0.669
17 C -1.42 -1.80 0.80  0.041
18 S -1.32 -1.79 -0.99  1.476
19 O -2.62 -2.11 -1.52  -0.767
20 O -0.23 -2.65 -1.37  -0.674
21 N -0.86 -0.22 -1.28  0.275
22 C -1.94 0.74 -1.19  -0.719
23 C -2.69 0.88 -2.52  -1.234
24 N -1.82 1.13 -3.65  0.299
25 C -1.48 2.51 -3.94  -1.713
26 C -0.59 3.23 -2.96  1.135
27 C 0.80 3.18 -3.08  -0.421
28 C 1.62 3.79 -2.15  -0.411
29 C 1.06 4.46 -1.08  -0.612
30 C -0.32 4.54 -0.95  -0.489
31 C -1.13 3.93 -1.89  -0.441
32 C -0.76 0.15 -3.71  -1.217
33 C 0.03 0.01 -2.40  -0.290
34 C -0.72 -0.88 1.53  0.211
35 H 2.37 0.25 5.74  0.344
36 H 2.98 1.00 4.25  0.361
37 H 1.47 1.58 4.99  0.395
38 H 2.86 -1.54 4.09  0.521
39 H 1.29 -2.29 3.79  0.485
40 H 1.95 -3.56 1.89  0.429
41 H 2.45 -3.63 -0.52  0.347
42 H 3.00 -1.54 -1.73  0.499
43 H 2.49 0.68 1.87  0.416
44 H -1.53 -1.97 4.63  0.512
45 H -2.80 -3.61 3.29  0.414
46 H -2.71 -3.49 0.80  0.560
47 H -1.51 1.70 -0.87  0.285
48 H -2.63 0.39 -0.41  0.679
49 H -3.20 -0.07 -2.71  0.375
50 H -3.43 1.68 -2.46  0.457
51 H -1.00 2.51 -4.93  0.459
52 H -2.42 3.05 -4.03  0.464
53 H 1.24 2.66 -3.93  0.334
54 H 2.69 3.73 -2.26  0.418
55 H 1.70 4.94 -0.34  0.407
56 H -0.76 5.08 -0.12  0.416
57 H -2.21 4.00 -1.79  0.375
58 H -1.22 -0.82 -3.93  0.314
59 H -0.08 0.41 -4.53  0.462
60 H 0.62 0.90 -2.19  0.007
61 H 0.69 -0.86 -2.45  0.455
62 H -0.16 -0.11 1.02  0.702